1.
The following is a quantum chemistry calculation of a cluster of 8 separate species, C28H74ClN4O17 in total in a non-equilibrium geometry, from the OMol25 dataset.

Results
- HOMO-LUMO gap: 8.25 eV
- Charge: -1
- Energy above the lowest of the compared OMol25 structures with the same formula, charge and spin: 0.0 kcal per mole
- Maximum force: 3.7 eV/A

Geometry as XYZ:
```
124
Properties=species:S:1:pos:R:3:mulliken_charge:R:1
H 2.33 -0.08 -2.54 -0.012
C 2.67 6.15 -5.61 -0.575
O -1.18 0.15 -2.25 -0.537
H 1.74 -5.06 5.04 0.314
N -1.44 3.13 3.71 -0.299
C -3.14 3.42 7.65 -0.771
H -2.48 4.94 5.47 0.352
H -6.23 -1.49 -4.09 0.314
H 3.38 -0.70 1.57 0.350
O -6.65 -0.71 -3.73 -0.563
H 2.35 0.72 -4.18 0.421
H 7.15 -5.39 0.96 0.307
Cl -0.93 -0.87 -1.22 1.284
H 0.56 3.69 -5.60 0.000
C 0.67 2.62 0.13 0.103
O -2.85 3.03 6.30 -0.232
H -4.80 -3.75 5.47 0.297
H -3.07 -7.38 -1.09 0.346
H 3.82 -3.20 -1.20 0.276
H -4.09 4.26 5.24 0.355
H -1.85 2.02 -4.90 0.142
H 2.22 5.51 -4.85 0.154
H -4.56 -1.39 -2.21 0.294
H 2.17 -3.84 3.77 0.015
H -3.30 -4.50 6.25 0.299
H -2.65 4.34 7.96 0.303
O -1.88 -7.21 0.56 -0.544
H -4.42 -2.82 3.32 0.542
H -0.94 -1.17 2.19 0.137
C -2.81 3.46 3.94 -0.315
H -1.49 -6.42 0.95 0.333
H -2.06 -5.21 -1.37 0.345
H -2.99 -1.64 -3.87 0.336
H -0.88 -3.62 1.39 -0.067
H -3.42 2.56 3.83 0.276
H 4.88 4.30 -4.27 0.300
N -1.20 -1.96 2.77 -0.335
H 2.53 -2.14 2.10 0.113
H 2.11 7.08 -5.61 0.362
O -3.83 -1.28 -4.14 -0.613
H -0.48 1.53 2.61 0.330
H 2.63 3.24 -2.19 0.062
O -2.85 -4.40 0.37 -0.230
O -0.65 3.16 -7.03 -0.590
H 4.20 7.76 -4.17 0.436
C -0.24 -4.35 3.22 -1.120
H -2.74 -2.00 1.53 -0.151
H -2.13 1.51 2.72 -0.250
O -1.73 -0.44 -0.16 -0.518
H 4.87 3.72 -1.37 0.292
H 3.33 5.88 -2.95 0.241
C 3.51 -1.75 1.82 -1.271
H 5.75 6.92 -4.32 0.311
H -0.92 4.53 -5.62 0.340
C 4.67 6.78 -4.22 -0.792
H -3.96 -6.85 0.41 0.234
H 5.75 -6.23 0.08 0.303
H -3.76 -5.06 -1.25 0.395
H -2.71 -3.53 0.00 0.007
H 2.69 -2.25 -0.55 0.142
H 1.64 3.07 -0.09 0.128
H 2.51 5.87 -6.65 0.256
H -1.63 2.13 0.58 -0.103
H -3.91 -5.12 4.83 0.313
C 4.42 5.89 -3.04 -0.212
H 3.22 3.04 -3.89 0.178
H -3.36 -3.97 2.76 0.163
C -5.56 0.19 -3.48 -0.403
C 1.61 -4.04 4.69 -0.451
C -0.98 2.61 -4.62 0.341
C -3.35 -3.03 3.31 -0.685
C 5.22 -3.67 1.05 -0.808
H -1.20 -4.86 3.25 0.352
O -0.09 3.40 0.97 -0.486
N 5.05 4.63 -3.33 -0.399
C 4.79 3.47 -2.43 -0.844
C 6.47 -5.41 0.12 -0.758
H 4.82 6.46 -2.20 0.320
H 0.13 2.35 -0.78 -0.023
H -2.10 3.76 1.10 0.330
C -3.05 -6.76 -0.19 -0.448
H -1.17 2.36 -2.66 0.180
H -2.69 2.57 8.17 0.234
H 0.43 -5.10 2.80 0.511
H 0.86 1.70 0.67 0.201
O 4.09 6.42 -5.47 -0.392
C -3.03 4.01 5.28 -0.679
H 4.08 -1.72 2.75 0.390
C -0.52 3.52 -5.65 -0.223
H -0.15 1.91 -4.53 -0.028
N 3.25 -3.07 -0.38 -0.728
H -3.03 -0.93 2.85 0.353
H 5.50 2.70 -2.74 0.425
O 0.22 -3.79 4.40 -0.327
O 5.97 -4.10 -0.06 -0.317
H 5.96 -3.25 1.73 0.378
H 1.89 -3.45 5.57 0.227
H 7.11 -5.58 -0.75 0.265
H 1.36 1.28 -2.79 -0.030
O -1.36 -2.12 -1.79 -0.712
H 4.61 -1.68 0.06 0.375
O 3.49 1.48 -2.65 -0.418
C -3.81 -4.16 5.34 -0.849
H -3.81 0.11 -2.53 0.046
H 0.62 -2.87 2.09 -1.173
C 3.42 2.85 -2.84 0.095
H 4.59 -4.48 1.42 0.375
C 4.21 -2.52 0.62 0.577
C 2.31 0.86 -3.10 -0.127
C -2.89 -5.32 -0.66 -0.537
H -1.56 3.15 -7.36 0.301
H -4.21 3.52 7.88 0.282
H -0.92 3.87 3.26 0.342
C -1.32 2.22 2.57 -0.387
O 0.44 -1.00 -0.76 -0.413
O -2.97 -3.21 4.64 -0.301
O -0.98 3.08 -3.26 -0.572
H -5.31 0.59 -4.46 0.242
C -4.40 -0.67 -3.01 -0.029
C -2.61 -1.91 2.61 0.082
H -3.24 4.24 3.31 0.270
H -5.91 0.97 -2.81 0.338
C -0.41 -3.17 2.26 1.928
C -1.39 2.95 1.25 0.091
```

2.
The following is a quantum chemistry calculation of a structure of composition C28H74CrN7O11 in a non-equilibrium geometry, from the OMol25 dataset.

Results
- HOMO-LUMO gap (alpha / beta): 7.70 / 7.25 eV
- Charge: +1
- Multiplicity: 5
- Maximum force: 1.8 eV/A

Geometry as XYZ:
```
121
Properties=species:S:1:pos:R:3:mulliken_charge:R:1
H 0.53 -0.25 -2.71 0.021
H 5.48 3.30 -0.04 0.459
C 1.63 -2.23 3.60 0.132
H 7.65 1.80 1.45 0.458
N 1.45 2.49 -1.20 -0.320
H 4.34 0.81 -0.03 0.329
N -4.09 -2.13 2.28 0.040
H -3.77 -2.83 -2.53 0.389
H 2.26 -2.28 -6.72 0.324
H -3.93 -3.92 3.38 0.259
O -1.55 -2.97 3.87 -0.245
H 5.05 -2.36 -1.22 0.291
H 0.68 -1.74 -4.94 0.396
H 2.96 -4.62 2.65 0.552
H 6.21 -2.98 0.02 0.364
H -7.10 -0.72 1.62 0.437
H 3.59 1.71 1.04 -0.071
C -6.05 -0.71 1.97 -0.587
H 2.32 4.83 -2.21 0.376
H 0.91 4.38 -3.15 0.223
H -5.98 0.29 -4.31 0.300
H 3.49 -1.05 -6.91 0.241
C -1.42 -4.04 4.78 -0.891
O 0.31 0.61 1.01 -0.610
C -2.68 4.86 -0.89 -0.720
H -1.60 -2.66 1.88 -0.210
N 3.00 -2.55 3.09 -0.245
H -1.02 3.14 -1.84 0.254
O 3.96 3.50 1.36 -0.200
H -1.04 0.00 -4.35 0.027
C -0.13 1.63 -5.35 -1.504
H 2.11 1.78 4.52 0.323
H -3.91 -2.85 -0.73 0.118
H -5.61 0.39 -1.55 0.377
C -0.68 3.70 -0.95 -0.622
H -5.92 1.78 2.50 0.285
H 2.31 2.07 2.79 0.043
H -7.50 1.21 3.22 0.288
H -2.37 -0.29 -0.30 0.103
O 1.84 -0.38 -5.94 -0.333
H -3.82 -4.08 1.64 0.398
N 0.71 -0.49 0.57 0.467
H 0.83 1.95 -5.76 0.318
H -1.50 -4.33 2.27 0.548
H -1.01 3.13 -0.06 0.438
H -3.00 4.21 -1.72 0.298
H -5.47 -0.13 1.25 0.388
H -0.09 -1.02 -6.38 0.424
H 3.65 -4.08 0.10 0.411
C 2.42 -1.21 -6.94 -0.793
C -5.35 -0.66 -1.69 -0.448
C 5.28 3.20 1.04 -1.065
H 0.74 1.52 3.47 0.310
H 5.96 3.89 1.55 0.441
H 0.93 2.07 -2.01 0.145
H 1.08 1.88 -0.45 0.067
H 5.46 1.81 2.59 0.192
H -3.82 -1.52 3.05 0.143
C -0.03 0.27 -4.67 0.536
H -3.32 -0.40 -2.40 -0.219
C -5.44 -0.64 -4.06 -0.467
H -6.05 1.61 4.21 0.253
O -5.88 -1.20 -2.86 -0.385
C -3.85 -0.85 -1.56 1.269
H 3.44 -2.96 3.91 0.264
C 1.69 -0.87 4.25 -0.990
H 1.96 -3.69 1.62 0.122
H -5.66 -2.57 1.06 0.467
H 1.73 0.43 -3.64 0.209
H 3.65 4.67 -0.35 0.303
H 2.44 4.81 0.94 0.348
C 1.23 4.73 -2.16 -1.653
C 5.45 -2.25 -0.21 -0.833
H 4.02 5.54 1.14 0.376
H -5.80 -1.21 -0.86 0.005
C 0.81 3.82 -1.02 1.266
C 1.83 1.43 3.52 -0.710
H -2.40 -4.34 5.18 0.265
N 0.74 0.45 -3.41 -0.315
C -3.52 -3.44 2.48 -0.810
H -3.63 -0.88 0.44 -0.118
C -2.01 -3.41 2.57 -0.035
H 6.98 0.20 1.29 0.333
H 4.86 -4.19 1.31 0.570
H -2.39 -2.46 -1.44 0.281
H -0.99 -4.92 4.29 0.378
C 4.00 -3.58 1.01 -0.743
H 0.76 5.71 -2.05 0.409
O -6.02 -0.18 3.26 -0.350
H 1.20 4.24 -0.08 -0.327
H -3.01 4.38 0.04 0.285
H -4.39 -0.36 -4.03 0.108
Cr 3.66 -0.79 2.00 0.304
C 0.58 -0.82 -5.53 -0.684
H -0.80 -3.66 5.59 0.274
H -3.10 5.85 -1.05 0.274
H 1.34 -2.93 4.38 0.566
O 1.97 -0.73 0.72 -0.056
H 1.97 -1.01 -7.91 0.299
H -5.66 -1.36 -4.84 0.270
H 0.66 -0.60 4.54 0.493
C 5.48 1.78 1.50 0.683
H 2.32 -0.84 5.15 0.355
O -0.01 -1.30 0.00 -0.503
O 2.28 0.07 3.36 0.301
C 6.82 1.24 1.01 -1.724
H 5.91 -1.26 -0.17 0.183
C -6.41 1.17 3.28 -0.731
N 4.32 0.95 0.99 0.306
H -6.12 -2.61 2.85 0.445
C 2.94 -3.68 2.10 -0.585
H 0.90 -2.28 2.80 -0.458
N -3.40 -0.22 -0.31 -0.539
C -5.54 -2.12 2.06 -0.858
H -0.79 1.61 -6.22 0.426
C 3.49 4.67 0.74 -0.870
H 6.94 1.39 -0.06 0.404
C -3.47 -2.34 -1.60 -1.152
O -1.29 4.97 -0.92 -0.389
H -0.45 2.37 -4.62 0.239
O 4.38 -2.25 0.74 0.105
```

> Which of these has the highest charge?

C28H74CrN7O11

> Among the records above, which one has the highest charge?

C28H74CrN7O11